No. 1
A molecular structure, C48H55N4O6S2Sb2ScSe2. Source: the OMol25 dataset; level of theory: wB97M-V/def2-TZVPD.

CARTESIAN COORDINATES (ANGSTROEM)
Sc -0.2364 -0.8850 -0.8997
O -1.4324 0.9767 -5.6227
C -0.9174 -0.2940 -5.1866
C -1.9804 -1.1500 -4.4904
C -3.0274 -1.5895 -5.5347
O -3.6966 -0.5183 -6.1942
C -2.7337 -0.3512 -3.4100
Se -1.6997 0.9305 -2.3168
C -1.3619 -2.4543 -3.9492
Se 0.3971 -2.3909 -3.0502
H -1.4965 1.5069 -4.8079
H -0.0725 -0.1484 -4.5148
H -0.5548 -0.8099 -6.0809
H -3.7942 -2.2001 -5.0460
H -2.5233 -2.2209 -6.2803
H -3.0733 0.2255 -6.2012
H -3.2254 -1.0476 -2.7305
H -3.5077 0.2464 -3.8859
H -1.2141 -3.1442 -4.7829
H -2.0637 -2.9240 -3.2582
C 1.6854 -2.9307 1.1086
N 1.6137 -1.8001 0.1834
C 2.7234 -1.2898 -0.2197
C 2.7493 -0.1859 -1.1215
C 3.8108 0.4043 -1.8099
C 3.2305 1.3653 -2.6469
C 1.8500 1.2936 -2.4286
N 1.5547 0.3684 -1.4993
C 1.2985 -4.2108 0.4095
C -0.0347 -4.5957 0.3500
C -0.4111 -5.7081 -0.3894
C 0.5495 -6.4508 -1.0599
C 1.8854 -6.0772 -0.9964
C 2.2560 -4.9571 -0.2688
H 0.9981 -2.7408 1.9347
H 2.7046 -3.0196 1.5050
H 3.6762 -1.7075 0.1193
H 4.8564 0.1458 -1.7174
H 3.7335 2.0224 -3.3403
H 1.0642 1.8534 -2.9163
H -0.7865 -4.0056 0.8625
H -1.4624 -5.9527 -0.4573
H 0.2561 -7.3102 -1.6513
H 2.6370 -6.6476 -1.5298
H 3.2965 -4.6478 -0.2434
C 2.6366 2.1312 5.2603
Sb 1.7496 1.1302 3.5531
C 0.9841 -0.4764 4.7751
C 3.5844 0.0909 3.1094
H 3.2134 1.4302 5.8657
H 1.8565 2.5809 5.8767
H 3.2930 2.9252 4.8997
H 1.7844 -0.8789 5.3979
H 0.5762 -1.2723 4.1515
H 0.1834 -0.1020 5.4142
H 3.8485 -0.5550 3.9476
H 4.3745 0.8215 2.9434
H 3.4628 -0.5091 2.2073
C 2.8125 5.1636 -2.1094
C 1.4556 5.1066 -2.7588
C 1.3105 5.6568 -4.0325
C 0.1064 5.6087 -4.7174
C -0.9861 4.9913 -4.1330
C -0.8564 4.4395 -2.8673
C 0.3439 4.4981 -2.1554
Sb 0.1615 3.4127 -0.2791
C 2.0515 3.8634 0.7110
C 2.9779 2.8566 0.4348
C 4.2858 2.9201 0.8953
C 4.6722 3.9794 1.6974
C 3.7505 4.9701 2.0093
C 2.4465 4.9419 1.5180
C 1.5411 6.1000 1.8430
C -1.1625 4.9152 0.5893
C -1.4045 6.1481 -0.0121
C -2.2989 7.0575 0.5361
C -2.9767 6.7332 1.7016
C -2.7561 5.5025 2.3015
C -1.8597 4.5834 1.7597
C -1.6298 3.2658 2.4530
H 3.5130 5.7136 -2.7401
H 3.2078 4.1578 -1.9516
H 2.7732 5.6455 -1.1337
H 2.1717 6.1238 -4.4993
H 0.0310 6.0340 -5.7114
H -1.9281 4.9154 -4.6626
H -1.7094 3.9251 -2.4356
H 2.6855 2.0094 -0.1789
H 4.9843 2.1366 0.6271
H 5.6843 4.0405 2.0812
H 4.0534 5.8019 2.6374
H 2.0554 6.8153 2.4868
H 0.6299 5.7757 2.3439
H 1.2298 6.6181 0.9335
H -0.8836 6.4085 -0.9260
H -2.4678 8.0124 0.0516
H -3.6823 7.4304 2.1385
H -3.2953 5.2423 3.2065
H -2.3424 3.1181 3.2653
H -0.6214 3.2213 2.8761
H -1.7088 2.4205 1.7645
O -1.4392 -1.9852 2.3400
S -1.4367 -0.5193 2.1939
N -0.7805 0.1048 1.0274
O -5.4496 -4.9074 -0.4424
S -4.6166 -4.2341 0.5232
O -4.4977 -4.8520 1.8183
N -3.1600 -3.8877 -0.1035
C -2.9851 -2.5892 -0.2310
O -1.9616 -2.0284 -0.7042
C -4.1526 -1.7550 0.2157
C -4.2787 -0.3778 0.1851
C -5.4596 0.1707 0.6760
C -6.4746 -0.6408 1.1767
C -6.3418 -2.0264 1.1923
C -5.1665 -2.5531 0.7013
H -3.4878 0.2431 -0.2237
H -5.5899 1.2460 0.6645
H -7.3840 -0.1870 1.5527
H -7.1288 -2.6658 1.5714

Output
Total charge   -2
Molar mass   1294.52 g mol⁻¹
Largest force on an atom   0.6 eV/A
Lowest unoccupied orbital energy   3.8 eV
HOMO level   -2.20 eV
Gap between HOMO and LUMO   6.04 eV
2S+1   1

Here are the Löwdin charges for atoms 1 to 99, given in e: 0.4733 -0.1155 -0.2468 -0.5633 -0.2265 -0.0842 -0.4836 0.6111 -0.5371 0.5626 0.0240 0.0511 0.1313 0.1275 0.1131 0.0530 0.0512 0.0545 0.0447 0.0540 -0.1677 -0.0283 -0.1204 -0.3691 -0.0708 -0.1039 -0.2313 -0.0806 -0.2203 -0.0359 -0.0685 -0.1000 -0.1047 -0.0593 0.0986 0.1103 0.1296 0.0937 0.0860 0.0685 0.0893 0.0935 0.0915 0.0901 0.1040 -0.3633 1.2811 -0.3572 -0.3270 -0.0071 -0.0137 -0.0198 -0.0043 -0.0341 -0.0022 -0.0006 -0.0142 -0.0315 -0.0470 -0.2855 -0.0707 -0.1014 -0.0937 -0.1869 -0.3337 1.5703 -0.3336 -0.1823 -0.1016 -0.0993 -0.0753 -0.3092 -0.0509 -0.3247 -0.1369 -0.1047 -0.1072 -0.0681 -0.3206 -0.0962 0.0716 0.0627 0.0685 0.0971 0.0923 0.1001 0.0524 0.0486 0.1005 0.0932 0.0973 0.0698 0.0706 0.0756 0.0891 0.0920 0.0902 0.1006 0.0764



No. 2
A single C4H8ClFN2 molecule. Source: the OMol25 dataset; level of theory: wB97M-V/def2-TZVPD.

CARTESIAN COORDINATES (ANGSTROEM)
C 0.4238 -0.7074 -0.3767
C -0.4387 0.5540 -0.6488
C 0.5523 1.3691 0.2322
C 1.0191 0.0349 0.8356
H -0.7827 -1.9534 0.6601
H 0.3589 -2.7235 -0.2685
H 1.1881 -0.8104 -1.1545
H -0.5403 0.8933 -1.6881
H -2.2184 -0.3526 -0.3407
H -2.3136 1.2320 -0.0630
H 0.1293 2.0995 0.9172
H 0.4604 -0.1388 1.7504
N -0.2925 -1.9526 -0.2358
N -1.7122 0.4039 0.0538
F 2.3640 -0.1113 1.0804
Cl 1.8024 2.1632 -0.7537

Output
Molar mass   138.57 g mol⁻¹
Largest force on an atom   1.4 eV/A
Lowest unoccupied orbital energy   1.0 eV
HOMO level   -9.51 eV
Gap between HOMO and LUMO   10.51 eV
2S+1   1

Löwdin atomic charges, in units of e: -0.3133 -0.3533 -0.5778 -0.3142 0.0776 0.0743 0.1520 0.1309 0.0548 0.0931 0.1012 0.1498 0.0523 0.0464 -0.0118 0.6381



No. 3
A molecular structure, C6H13N. Source: the OMol25 dataset; level of theory: wB97M-V/def2-TZVPD.

CARTESIAN COORDINATES (ANGSTROEM)
C 1.1835 1.6603 0.5925
C 1.0921 0.4362 -0.3077
C 2.0106 -0.6717 0.1944
C -0.3997 -0.0883 -0.3104
C -0.6163 -1.1608 -1.2433
C -2.5653 0.0526 0.4624
N -1.2569 0.6370 0.3757
H 0.8288 1.4094 1.5992
H 2.2088 2.0185 0.6973
H 0.4951 2.4265 0.2248
H 1.3629 0.6900 -1.3448
H 1.7657 -1.6008 -0.3363
H 3.0797 -0.5187 0.0460
H 1.7786 -0.9038 1.2434
H -0.4175 -0.9497 -2.2940
H -1.5460 -1.7046 -1.0917
H -2.5828 -0.9088 0.9917
H -3.0463 -0.1643 -0.5216
H -3.2326 0.7285 1.0003
H -0.1424 -1.3875 0.0221

Output
Molar mass   99.18 g mol⁻¹
Largest force on an atom   5.2 eV/A
Lowest unoccupied orbital energy   0.3 eV
HOMO level   -8.50 eV
Gap between HOMO and LUMO   8.82 eV
2S+1   1

Löwdin atomic charges, in units of e: -0.1029 -0.3725 -0.0983 -0.4832 0.0139 -0.1671 0.0120 0.0765 0.0753 0.0738 0.1374 0.0595 0.0805 0.0929 0.1056 0.0520 0.0792 0.0833 0.0664 0.2158



No. 4
A molecular structure, C22H19Br2Cl3N3O2S3SiW. Source: the OMol25 dataset; level of theory: wB97M-V/def2-TZVPD.

CARTESIAN COORDINATES (ANGSTROEM)
W -0.2440 0.5068 0.1390
Br -2.3985 -3.7910 -1.4314
C -1.2729 -3.5605 0.0520
C -1.0054 -4.6492 0.9062
C -0.1951 -4.5016 1.9905
Br 0.1420 -5.9919 3.0964
C 0.3809 -3.2429 2.2944
C 1.2017 -2.9577 3.4058
C 1.6560 -1.6838 3.6068
C 1.3003 -0.6702 2.7110
N 0.5560 -0.9033 1.6495
C 0.0934 -2.1765 1.4256
C -0.7196 -2.3329 0.2794
O -0.9513 -1.2492 -0.4770
H -1.4531 -5.6089 0.6897
H 1.4538 -3.7502 4.0975
H 2.2758 -1.4395 4.4578
H 1.6200 0.3521 2.8646
S 1.6855 -0.2415 -1.3389
C 3.2076 0.5664 -1.1720
N 3.7675 1.0596 -2.2970
C 4.9685 1.6715 -2.3451
C 5.7048 1.8055 -1.2047
C 5.1863 1.2812 -0.0192
C 3.9589 0.6558 -0.0057
H 3.2119 0.9817 -3.1406
H 5.2889 2.0310 -3.3114
H 6.6633 2.3005 -1.2349
H 5.7536 1.3637 0.8988
H 3.5518 0.2369 0.9015
C -3.4726 2.2357 -5.1965
C -2.7336 1.8839 -3.9387
C -3.2294 0.9594 -3.0304
C -2.5307 0.6866 -1.8760
N -1.3364 1.2407 -1.6062
C -0.8441 2.1355 -2.4829
C -1.5114 2.4837 -3.6309
H -4.3930 1.6647 -5.2942
H -2.8499 2.0437 -6.0715
H -3.7227 3.2976 -5.2027
H -4.1733 0.4612 -3.2052
H -2.9118 -0.0161 -1.1513
H 0.1139 2.5722 -2.2413
H -1.0757 3.2206 -4.2931
C -1.9047 3.1375 3.9513
O -2.8081 3.2112 2.8308
C -2.7198 2.4088 1.7877
S -3.7378 2.5430 0.5341
S -1.5379 1.0489 1.9670
H -2.1819 3.9706 4.5875
H -0.8746 3.2495 3.6200
H -2.0376 2.1990 4.4846
Cl 2.1709 3.6569 -0.9328
Si 1.0014 2.8194 0.6137
Cl -0.2129 4.4221 1.1049
Cl 2.3377 2.7730 2.2380

Output
Total charge   +1
Molar mass   931.71 g mol⁻¹
⟨S²⟩   2.029
Largest force on an atom   0.3 eV/A
Lowest unoccupied orbital energy (alpha / beta)   -4.1 / -3.9 eV
HOMO level (alpha / beta)   -10.55 / -10.84 eV
Gap between HOMO and LUMO (alpha / beta)   6.41 / 6.98 eV
2S+1   3

Löwdin atomic charges, in units of e: 1.0121 0.8405 -0.5916 -0.1416 -0.6135 0.8295 -0.1706 0.0068 -0.0132 -0.1276 -0.0976 -0.1503 -0.3813 -0.3416 0.1058 0.0934 0.1195 0.0516 0.6636 -0.7112 0.0593 -0.0416 -0.0238 -0.0104 -0.0993 0.1534 0.1425 0.1236 0.1299 0.0960 -0.0242 -0.2315 0.0049 -0.1604 -0.1328 -0.1277 0.0033 0.0836 0.0935 0.0960 0.1274 0.1014 0.0432 0.1272 -0.0904 -0.2162 -1.2349 0.7403 0.5962 0.1035 0.0464 0.0824 0.2303 -0.6739 0.2810 0.2190



> Number 2 is which compound?

C4H8ClFN2